{"formula": "C47H94F3N5O5P", "method": "ωB97M-V/def2-TZVPD", "symbols": ["P", "F", "F", "F", "O", "O", "O", "O", "O", "N", "N", "N", "N", "N", "C", "C", "C", "C", "C", "C", "C", "C", "C", "C", "C", "C", "C", "C", "C", "C", "C", "C", "C", "C", "C", "C", "C", "C", "C", "C", "C", "C", "C", "C", "C", "C", "C", "C", "C", "C", "C", "C", "C", "C", "C", "C", "C", "C", "C", "C", "C", "H", "H", "H", "H", "H", "H", "H", "H", "H", "H", "H", "H", "H", "H", "H", "H", "H", "H", "H", "H", "H", "H", "H", "H", "H", "H", "H", "H", "H", "H", "H", "H", "H", "H", "H", "H", "H", "H", "H", "H", "H", "H", "H", "H", "H", "H", "H", "H", "H", "H", "H", "H", "H", "H", "H", "H", "H", "H", "H", "H", "H", "H", "H", "H", "H", "H", "H", "H", "H", "H", "H", "H", "H", "H", "H", "H", "H", "H", "H", "H", "H", "H", "H", "H", "H", "H", "H", "H", "H", "H", "H", "H", "H", "H"], "xyz": [[-3.322, 2.083, -3.761], [-2.320, 4.078, -8.593], [-3.543, 2.311, -8.173], [-2.589, 4.947, -6.070], [1.389, 4.614, 0.306], [-3.823, 3.483, -2.858], [-0.967, -3.562, 1.200], [0.525, -1.889, 1.420], [-2.125, 1.775, -2.502], [-0.124, 1.456, -0.818], [-1.432, -1.503, -6.294], [0.797, -8.386, -1.207], [1.533, -0.507, 6.352], [5.930, 1.359, 0.592], [-3.569, 1.580, -0.516], [-2.564, -1.628, -5.590], [-4.716, 2.394, -5.005], [-2.825, -0.612, 0.605], [-2.996, 3.794, -1.726], [6.087, 0.812, 1.928], [2.544, -1.426, 6.838], [-1.360, -8.218, 0.167], [0.910, 5.378, -0.799], [3.685, 0.348, 0.277], [-1.828, 4.664, -2.276], [-3.453, 4.019, -6.551], [-0.461, 5.923, -0.419], [-0.642, -8.186, -1.189], [0.058, -2.779, 0.766], [-1.371, 0.765, -5.447], [-1.474, 5.986, -1.573], [-2.485, 2.379, -1.291], [-4.103, 5.239, 3.056], [-4.675, 3.753, -5.737], [-1.170, 2.375, -0.412], [0.082, -2.227, 5.122], [-3.148, -0.633, -4.828], [6.637, -0.615, 2.065], [7.142, 1.838, -0.045], [-3.141, 3.483, -7.724], [0.621, -10.860, -1.264], [0.566, -3.176, -0.591], [-4.450, 4.444, 1.791], [1.597, -7.237, -0.820], [2.750, 4.278, 0.198], [1.618, -6.838, 0.661], [-3.945, 4.471, -0.742], [5.069, 0.599, -0.300], [3.819, -0.729, 7.289], [-2.126, -2.824, 1.633], [-2.700, 4.911, 3.580], [1.953, 0.384, 5.282], [1.267, -9.633, -0.636], [-3.403, 0.064, -0.654], [-0.866, -0.296, -6.180], [-2.841, -2.129, 0.460], [-2.565, 0.634, -4.745], [0.228, -1.124, 6.179], [-3.408, 4.680, 0.687], [2.478, -0.252, 3.991], [8.162, 0.802, -0.538], [3.176, -1.069, 4.187], [5.113, 0.846, 2.421], [2.628, -7.435, -1.133], [-2.134, 4.924, -3.288], [-2.433, -8.345, 0.008], [1.275, -6.380, -1.417], [-4.556, 1.846, -0.896], [3.012, 0.498, 3.405], [-2.371, 2.924, -4.449], [6.839, 2.449, -0.901], [-3.867, -2.499, 0.389], [-4.789, 1.607, -5.759], [4.498, -1.457, 7.736], [-0.498, -0.335, 5.970], [2.423, -6.121, 0.837], [3.102, 4.009, 1.195], [2.345, -9.690, -0.811], [0.077, -1.831, 4.108], [-2.353, -2.423, -0.472], [1.117, 1.045, 5.042], [0.691, -6.354, 0.968], [-3.396, -0.282, 1.475], [1.634, 6.180, -0.990], [-1.227, -7.293, 0.725], [8.890, 1.289, -1.190], [-2.358, 6.522, -1.229], [-1.442, 2.106, 0.613], [7.717, -0.656, 1.925], [6.715, 1.497, 2.504], [-5.647, 2.358, -4.432], [3.204, 1.281, 0.568], [6.427, -0.991, 3.069], [1.514, -2.692, -0.800], [-1.789, -2.063, 2.342], [3.052, -0.134, -0.469], [-2.530, 4.072, 0.901], [-4.393, 3.391, 2.089], [-0.941, 4.044, -2.396], [-4.895, 3.941, -0.728], [-2.576, 5.249, 4.611], [-4.375, -0.386, -0.879], [0.875, -2.974, 5.196], [3.353, 5.128, -0.142], [2.123, -1.955, 7.698], [2.903, 3.423, -0.470], [0.070, -0.157, -6.717], [-0.833, 1.708, -5.428], [1.797, -7.693, 1.315], [4.956, 1.177, -1.222], [-1.096, -8.944, -1.833], [-2.749, -0.190, -1.489], [8.719, 0.355, 0.284], [-0.190, -2.903, -1.328], [-5.461, 4.671, 1.452], [-0.464, 0.516, -0.945], [-3.053, -2.599, -5.643], [-0.858, -7.237, -1.687], [7.642, 2.528, 0.641], [-4.169, 5.461, -1.151], [0.355, 1.775, -1.646], [-4.094, 6.303, 2.792], [7.690, 0.004, -1.112], [0.696, -4.259, -0.588], [5.512, -0.367, -0.593], [3.600, 0.037, 8.035], [-4.847, 4.569, -5.038], [-2.494, 3.839, 3.543], [0.882, 4.737, -1.688], [-1.947, 5.425, 2.983], [-0.316, 6.949, -0.064], [-1.014, 6.629, -2.333], [-0.721, 3.364, -0.380], [0.751, -10.856, -2.347], [3.713, -0.311, 1.146], [1.674, -0.630, 3.362], [-3.075, 5.720, 0.782], [-0.445, -10.922, -1.043], [-0.066, -1.539, 7.150], [1.126, -9.681, 0.456], [-0.869, -2.746, 5.267], [-3.532, 1.905, 0.526], [4.347, -0.261, 6.457], [6.171, -1.302, 1.357], [-1.023, -9.048, 0.790], [-1.781, -0.297, 0.681], [2.808, -2.197, 6.097], [1.087, -11.764, -0.868], [-0.813, 5.351, 0.438], [-5.519, 3.774, -6.437], [-2.782, -3.498, 2.177], [-4.854, 5.096, 3.835], [2.724, 1.050, 5.678], [-4.218, 1.193, -3.061], [-4.078, -0.838, -4.307]], "atomic_forces_ev_per_a": [[0.42, -0.08, -0.47], [0.45, -0.47, 0.15], [-0.65, 0.17, -0.31], [-0.36, 0.57, -0.40], [0.10, 0.38, 0.00], [-0.34, -0.15, 0.46], [-0.40, -0.20, -0.48], [-0.24, 0.20, 0.11], [-0.33, 0.14, -0.04], [0.45, 0.21, 0.65], [-0.24, 0.49, 0.50], [0.03, 0.09, -0.04], [-0.15, 0.07, 0.07], [0.09, 0.06, -0.04], [-0.09, 0.13, -0.77], [-0.13, -0.48, -0.18], [0.00, 0.62, -0.05], [-0.12, 0.13, -1.10], [-0.43, -0.73, -0.70], [-0.11, -0.03, 0.20], [0.11, -0.01, -0.04], [-0.06, 0.06, -0.03], [0.20, -0.43, 0.36], [0.01, -0.06, 0.01], [-0.33, 0.47, 0.36], [0.10, -0.29, 0.17], [0.06, 0.37, -0.17], [-0.21, -0.08, -0.07], [0.54, 0.05, 0.05], [-0.21, 0.09, 0.10], [0.62, -0.21, 0.00], [0.92, -0.08, 0.40], [0.25, 0.22, -0.32], [-0.32, -0.85, -0.11], [-0.31, -0.11, -0.15], [-0.11, 0.07, -0.04], [0.04, 0.35, 0.06], [0.05, 0.02, 0.09], [0.06, 0.13, -0.10], [0.36, 0.57, 0.35], [0.00, -0.04, 0.02], [0.01, -0.35, 0.42], [0.70, -0.13, 0.50], [0.20, 0.09, 0.01], [-0.04, -0.09, 0.18], [-0.02, 0.15, -0.02], [0.55, 0.54, 0.27], [-0.13, -0.08, 0.04], [0.04, -0.03, 0.01], [0.05, 0.65, 0.28], [-0.18, 0.10, 0.06], [0.21, 0.16, -0.09], [-0.07, -0.09, 0.03], [0.03, -0.32, 0.72], [0.41, -0.07, -0.31], [0.00, -0.23, 0.53], [-0.14, -0.43, 0.15], [-0.16, -0.12, 0.07], [-0.46, 0.36, 0.05], [-0.07, 0.08, -0.09], [0.10, 0.06, 0.02], [0.00, 0.00, 0.03], [-0.03, -0.02, -0.08], [-0.02, -0.10, 0.00], [-0.06, -0.06, -0.02], [0.00, 0.00, -0.01], [-0.09, -0.04, -0.01], [0.04, 0.07, -0.03], [-0.02, 0.02, 0.01], [-0.07, 0.00, -0.07], [-0.07, -0.05, -0.01], [-0.03, 0.07, -0.05], [0.19, -0.13, 0.08], [-0.01, 0.00, 0.00], [0.07, 0.05, -0.04], [0.01, -0.01, -0.02], [-0.03, -0.12, -0.03], [0.01, 0.10, 0.03], [0.09, -0.03, -0.01], [0.00, 0.04, -0.05], [-0.09, -0.10, 0.03], [-0.02, -0.06, 0.04], [0.19, -0.10, 0.20], [-0.11, 0.09, -0.14], [0.05, -0.03, 0.04], [-0.02, 0.01, -0.01], [-0.08, -0.06, -0.07], [0.01, 0.17, 0.06], [-0.01, -0.03, -0.08], [0.06, 0.03, -0.10], [0.02, 0.04, 0.03], [-0.02, -0.01, 0.02], [-0.01, 0.01, 0.00], [-0.05, 0.12, -0.02], [-0.01, -0.04, 0.06], [-0.02, 0.03, 0.00], [-0.01, -0.09, -0.10], [-0.39, -0.09, -0.23], [0.01, -0.04, -0.03], [0.10, -0.24, -0.04], [0.01, -0.03, 0.02], [0.00, -0.03, 0.00], [0.01, 0.00, 0.00], [-0.03, 0.00, -0.10], [-0.09, -0.01, -0.05], [0.04, 0.06, -0.09], [-0.04, -0.08, -0.04], [0.00, 0.01, 0.00], [-0.01, -0.02, -0.01], [0.10, 0.03, 0.01], [0.06, -0.04, 0.02], [-0.10, 0.20, -0.18], [-0.05, -0.06, 0.00], [0.06, -0.07, -0.10], [-0.02, 0.00, -0.05], [-0.05, 0.02, -0.34], [0.07, 0.00, -0.06], [0.10, 0.04, 0.04], [-0.03, -0.05, 0.07], [-0.19, -0.08, -0.08], [-0.27, -0.20, -0.27], [-0.24, 0.04, 0.13], [-0.02, 0.00, 0.01], [-0.09, 0.00, -0.23], [0.00, 0.00, -0.03], [-0.02, 0.03, -0.04], [0.38, 0.05, 0.07], [0.00, -0.01, 0.03], [-0.08, 0.05, -0.06], [0.09, -0.14, -0.04], [-0.07, -0.04, 0.16], [-0.10, 0.05, -0.02], [-0.03, -0.02, 0.08], [-0.03, 0.04, 0.00], [-0.02, -0.01, -0.01], [0.06, -0.08, -0.02], [0.09, -0.02, -0.01], [0.00, 0.01, -0.01], [0.09, 0.00, 0.02], [0.02, -0.03, 0.00], [0.01, 0.00, 0.02], [-0.07, -0.15, 0.09], [-0.01, 0.01, 0.00], [-0.02, 0.02, -0.01], [0.02, -0.01, -0.01], [-0.04, 0.11, 0.46], [0.02, -0.02, 0.02], [0.00, 0.01, 0.00], [-0.08, -0.10, -0.09], [-0.01, 0.08, 0.02], [0.20, -0.32, -0.14], [-0.03, -0.08, -0.02], [0.02, -0.07, 0.07], [0.03, -0.07, -0.01], [0.01, -0.02, 0.03]], "lowdin_charge": [0.6190, 0.1107, 0.1374, 0.0529, -0.2021, -0.2763, -0.0362, 0.1132, -0.2746, 0.0425, 0.0308, -0.1997, -0.2004, -0.1965, -0.1225, -0.1907, -0.2657, -0.2027, -0.4129, -0.2444, -0.2816, -0.0794, -0.2312, -0.0783, -0.0908, -0.2342, -0.1778, -0.2435, -0.5350, -0.0891, -0.1729, -0.4301, -0.2713, -0.1703, -0.1810, -0.0803, -0.0950, -0.0796, -0.2552, -0.3217, -0.0943, 0.0425, -0.2118, -0.2496, -0.1204, -0.0851, -0.1080, -0.2674, -0.0951, -0.1598, -0.1120, -0.2392, -0.2793, -0.1877, -0.1838, -0.1641, -0.2596, -0.2488, -0.1948, -0.0713, -0.0893, 0.0708, 0.0836, 0.1097, 0.1079, 0.0708, 0.1011, 0.1042, 0.0554, 0.0437, 0.1081, 0.1135, 0.0707, 0.0688, 0.1114, 0.0730, 0.0855, 0.1162, 0.0417, 0.1125, 0.1166, 0.0497, 0.1188, 0.1158, 0.0541, 0.0669, 0.0947, 0.1059, 0.0516, 0.1135, 0.0711, 0.0650, 0.0673, 0.0852, 0.1050, 0.0721, 0.0884, 0.1017, 0.1019, 0.1082, 0.0635, 0.1101, 0.0679, 0.0816, 0.1147, 0.0784, 0.0900, 0.0949, 0.0652, 0.1164, 0.0992, 0.1040, 0.0524, 0.0937, 0.1080, 0.0509, 0.0878, 0.1161, 0.1088, 0.1165, 0.0671, 0.1008, 0.0648, 0.0631, 0.0998, 0.0773, 0.1123, 0.0743, 0.1181, 0.0637, 0.1108, 0.1115, 0.0781, 0.0790, 0.0566, 0.0464, 0.1011, 0.0628, 0.1051, 0.1002, 0.0702, 0.0961, 0.0612, 0.0671, 0.0652, 0.0998, 0.1001, 0.0698, 0.0864, 0.1077, 0.1194, 0.0956, 0.0990, 0.0494, 0.0930], "energy_ha": -3138.09138, "e_homo_ev": -5.10, "homo_lumo_gap_ev": 7.256, "charge": -1, "lumo_ev": 2.16}